Record 1
Entry from the Open Molecules 2025 dataset: a cluster of 8 separate species, C37H77O10 in total (ωB97M-V/def2-TZVPD).

Properties
Frontier orbital gap (eV): 6.3
Net charge: -1
Energy (Eh): -2208.33820

Structure (XYZ):
```
124
Properties=species:S:1:pos:R:3:forces:R:3
O -4.928 6.245 3.026 0.22 0.15 0.35
C -5.809 5.548 2.500 -0.04 -0.06 -0.03
O -6.483 4.610 2.964 -0.11 -0.01 0.07
C -6.094 5.901 1.003 -0.12 0.33 -0.22
C -6.192 4.693 0.155 0.10 -0.14 0.10
O -7.239 4.300 -0.313 -0.39 -0.08 -0.27
C -4.936 3.923 -0.088 0.71 -0.55 -0.11
C -4.989 2.793 -0.915 0.71 0.07 0.33
C -3.850 2.008 -1.118 -0.03 0.58 0.31
C -2.640 2.362 -0.510 -0.54 0.61 0.24
C -2.577 3.505 0.308 -0.57 -0.43 -0.35
C -3.724 4.271 0.534 -0.08 -0.47 -0.56
H -5.290 6.543 0.660 0.15 0.14 -0.09
H -7.034 6.433 0.904 -0.20 0.09 0.18
H -5.933 2.514 -1.353 -0.17 -0.01 -0.09
H -3.916 1.125 -1.734 0.05 -0.15 -0.02
H -1.756 1.761 -0.659 0.13 -0.07 -0.05
H -1.647 3.791 0.775 0.12 0.00 0.02
H -3.687 5.122 1.195 0.06 0.11 0.13
C -4.751 -3.338 0.227 0.17 -0.06 0.07
C -4.485 -2.425 -0.960 -0.13 -0.08 -0.05
O -3.471 -1.472 -0.735 0.08 0.09 -0.06
C -2.195 -1.990 -0.420 0.12 -0.02 0.05
C -1.595 -2.885 -1.492 -0.05 -0.01 -0.01
H -4.987 -2.746 1.112 0.11 -0.18 -0.08
H -5.599 -3.989 0.009 -0.03 0.00 0.00
H -3.894 -3.973 0.457 -0.01 -0.04 -0.06
H -5.376 -1.834 -1.173 0.05 0.01 -0.04
H -4.272 -3.020 -1.858 0.03 -0.01 0.03
H -2.229 -2.515 0.544 0.04 -0.02 -0.02
H -1.558 -1.116 -0.286 -0.05 0.03 0.02
H -2.181 -3.793 -1.646 0.02 -0.02 0.03
H -0.583 -3.183 -1.213 0.00 0.03 -0.02
H -1.544 -2.351 -2.443 -0.01 0.01 -0.02
C 1.730 0.060 2.167 0.12 -0.01 -0.02
C 0.861 -0.093 0.931 -0.26 -0.11 0.17
O 1.259 0.719 -0.154 0.11 0.09 0.01
C 2.564 0.434 -0.631 0.03 -0.06 -0.05
C 2.728 -1.005 -1.084 0.07 -0.05 0.03
H 1.747 1.103 2.490 -0.02 0.00 0.01
H 1.329 -0.548 2.979 -0.05 0.01 0.01
H 2.761 -0.253 1.992 -0.01 -0.03 0.04
H -0.161 0.204 1.168 0.00 0.07 -0.07
H 0.821 -1.143 0.613 -0.02 -0.01 0.10
H 3.320 0.686 0.124 -0.05 -0.01 0.00
H 2.712 1.111 -1.469 0.00 0.09 -0.10
H 2.608 -1.705 -0.257 0.06 -0.02 -0.04
H 3.718 -1.168 -1.512 -0.01 0.06 -0.04
H 1.984 -1.257 -1.841 0.00 -0.02 -0.01
C 2.679 6.326 -0.018 -0.05 0.02 -0.04
C 1.730 5.139 0.052 0.10 -0.07 0.00
O 0.490 5.351 -0.583 -0.11 0.02 0.09
C 0.514 5.626 -1.968 -0.07 0.10 -0.06
C 1.128 4.528 -2.816 0.03 -0.09 0.07
H 2.203 7.219 0.392 0.00 0.00 0.00
H 3.579 6.115 0.562 -0.01 0.00 0.01
H 2.988 6.545 -1.041 0.02 -0.03 0.00
H 1.476 4.933 1.092 0.00 0.00 0.01
H 2.217 4.237 -0.337 0.01 0.01 -0.04
H 1.012 6.584 -2.165 0.03 -0.02 0.02
H -0.535 5.751 -2.236 -0.01 0.01 0.00
H 2.190 4.393 -2.603 0.03 0.00 -0.02
H 1.031 4.780 -3.874 -0.02 0.00 0.01
H 0.617 3.582 -2.632 0.01 -0.01 -0.01
C -7.849 -1.515 2.139 -0.03 0.05 -0.01
C -6.826 -1.041 1.117 -0.06 0.03 0.00
O -7.120 0.200 0.529 -0.10 0.03 0.01
C -7.211 1.311 1.434 0.00 0.06 0.03
C -5.961 1.554 2.252 0.15 -0.22 0.11
H -8.845 -1.550 1.692 0.00 0.00 0.01
H -7.590 -2.516 2.491 0.00 -0.02 -0.01
H -7.889 -0.856 3.006 0.02 0.00 0.02
H -6.790 -1.750 0.285 -0.11 0.10 0.13
H -5.825 -1.032 1.570 -0.08 0.12 -0.01
H -8.077 1.185 2.094 0.00 -0.04 -0.02
H -7.418 2.167 0.799 0.00 0.06 -0.04
H -5.752 0.710 2.919 -0.01 0.05 0.04
H -6.079 2.458 2.855 -0.04 -0.03 -0.13
H -5.094 1.689 1.602 -0.02 -0.02 0.02
C 5.900 -1.633 -5.078 -0.07 0.02 0.00
C 5.468 -2.640 -4.025 0.12 0.00 0.02
O 4.074 -2.678 -3.795 0.01 -0.02 0.02
C 3.269 -3.014 -4.911 -0.11 0.00 -0.03
C 3.553 -4.390 -5.489 0.04 -0.01 0.06
H 5.541 -0.636 -4.820 0.00 0.00 0.00
H 6.988 -1.606 -5.139 0.01 0.00 0.02
H 5.519 -1.885 -6.069 0.02 -0.02 -0.01
H 5.899 -2.369 -3.060 0.01 0.00 0.01
H 5.849 -3.638 -4.274 -0.03 0.00 -0.03
H 3.347 -2.247 -5.689 0.03 -0.01 0.00
H 2.247 -2.978 -4.531 -0.01 0.01 -0.01
H 4.557 -4.462 -5.909 -0.01 0.02 -0.03
H 2.843 -4.609 -6.287 -0.02 0.00 0.01
H 3.452 -5.156 -4.717 -0.01 0.00 0.00
C 7.572 0.075 3.669 -0.05 -0.06 0.01
C 6.326 0.679 3.043 0.06 0.10 -0.03
O 5.177 -0.140 3.129 -0.03 -0.07 -0.04
C 4.744 -0.470 4.437 -0.06 -0.03 0.06
C 4.378 0.729 5.294 0.02 0.05 -0.08
H 7.784 -0.901 3.231 0.01 0.00 0.00
H 8.427 0.729 3.491 0.01 0.01 -0.02
H 7.471 -0.051 4.747 0.00 0.03 0.01
H 6.483 0.822 1.973 0.00 0.00 -0.01
H 6.129 1.670 3.468 -0.01 -0.02 0.03
H 5.490 -1.093 4.945 0.02 0.03 0.00
H 3.861 -1.092 4.287 0.00 -0.01 -0.02
H 5.238 1.368 5.499 0.02 -0.02 0.04
H 3.980 0.392 6.251 -0.02 -0.01 0.00
H 3.619 1.333 4.796 -0.01 0.00 0.01
C 1.953 -4.563 1.782 0.03 0.04 -0.05
C 1.077 -4.832 0.569 -0.05 -0.04 0.11
O 1.546 -4.236 -0.624 0.00 -0.02 -0.05
C 2.825 -4.655 -1.072 0.04 0.10 -0.06
C 2.915 -6.137 -1.393 -0.08 0.01 0.02
H 2.080 -3.489 1.929 0.00 0.01 0.01
H 1.487 -4.983 2.675 -0.02 0.01 0.01
H 2.943 -5.011 1.683 -0.01 -0.03 0.01
H 0.089 -4.398 0.728 -0.02 0.00 0.00
H 0.930 -5.911 0.435 0.04 0.00 -0.01
H 3.597 -4.371 -0.347 -0.01 -0.03 0.02
H 3.010 -4.067 -1.971 0.03 0.01 0.02
H 2.768 -6.763 -0.512 0.04 0.00 0.01
H 3.902 -6.365 -1.801 0.00 0.01 -0.02
H 2.161 -6.413 -2.133 0.00 0.00 -0.01
```
Positions in Å, forces in eV/Å.

=====

Record 2
Entry from the Open Molecules 2025 dataset: a cluster of 7 separate species, C37H78N3O11S4 in total (ωB97M-V/def2-TZVPD).

Properties
Frontier orbital gap (eV): 6.6
Net charge: +1
Energy (Eh): -4040.86042

Structure (XYZ):
```
133
Properties=species:S:1:pos:R:3:forces:R:3
C -4.900 4.123 1.714 0.93 -0.10 0.37
C -3.314 4.147 1.621 -1.18 -2.19 -0.21
C -2.867 2.631 1.463 1.17 1.42 -0.04
O -2.964 2.362 0.024 0.15 -1.59 0.23
C -3.447 1.087 -0.223 -0.46 0.44 -0.08
O -4.616 0.866 -0.131 0.40 -0.44 -0.13
C -2.418 -0.029 -0.569 1.00 -0.37 0.73
S -1.791 0.124 -2.306 0.40 0.42 -0.06
C -0.663 -1.318 -2.439 -1.83 -1.68 1.74
C 0.257 -1.714 -1.202 -1.13 1.35 -2.23
S 0.753 -3.352 -1.924 1.27 1.24 -1.17
C 0.942 -2.534 -3.544 -0.86 0.19 1.35
N 0.161 -1.485 -3.649 1.75 -1.10 -0.23
C 0.219 -0.676 -4.899 0.21 0.98 -0.67
C 1.637 -0.030 -5.120 0.13 0.62 0.49
C 2.343 0.450 -3.792 1.14 0.28 -0.59
C 3.592 -0.433 -3.376 -0.47 0.24 0.90
C 3.892 -0.219 -1.845 0.75 -0.07 -0.03
C 4.302 1.244 -1.466 -0.06 -0.04 0.16
C 4.288 1.513 0.088 1.07 0.88 -1.34
S 2.603 1.598 0.824 -0.47 0.02 -0.40
C 1.706 2.792 -0.172 0.81 1.56 -0.71
N 2.052 4.047 -0.474 -0.15 -2.45 1.08
N 1.057 4.590 -1.221 -2.23 -2.35 -0.53
C 0.130 3.627 -1.359 1.31 1.92 -0.10
O 0.480 2.461 -0.740 0.68 1.06 0.10
O -2.668 4.608 2.820 -0.72 1.41 -1.57
C -2.613 5.983 2.927 0.58 0.87 1.19
O -2.076 6.432 3.902 -0.22 -0.25 -0.23
C -3.155 6.995 1.873 -0.53 -0.27 -0.89
S -1.851 7.141 0.541 0.11 -0.02 -0.05
H -5.318 4.951 2.339 0.39 -0.49 -0.78
H -5.274 4.147 0.662 -0.08 -0.10 1.02
H -5.184 3.177 2.247 -0.08 0.92 -0.71
H -2.981 4.644 0.678 0.01 -0.04 0.96
H -1.773 2.539 1.711 -1.03 0.07 0.03
H -3.476 1.932 2.080 0.33 0.54 -0.61
H -2.854 -1.045 -0.378 0.06 1.10 -0.37
H -1.548 0.100 0.135 -0.74 0.04 -0.69
H -1.336 -2.231 -2.495 0.25 0.97 -0.09
H 1.029 -0.907 -1.213 -0.01 -1.13 0.70
H -0.351 -1.775 -0.272 0.72 -0.26 -0.73
H 1.621 -2.839 -4.381 -0.72 0.05 0.93
H -0.547 0.136 -4.804 0.60 -0.88 -0.13
H 0.007 -1.335 -5.778 -0.25 0.51 0.92
H 2.342 -0.697 -5.679 -0.76 0.33 0.48
H 1.485 0.875 -5.764 -0.05 -0.94 0.39
H 2.766 1.470 -4.010 -0.64 -0.85 0.36
H 1.651 0.575 -2.918 0.36 -0.16 -0.79
H 4.512 -0.159 -3.963 -0.95 -0.14 0.40
H 3.437 -1.528 -3.540 0.05 0.87 0.07
H 3.039 -0.530 -1.189 0.47 0.17 -0.67
H 4.755 -0.894 -1.573 -0.81 0.64 -0.16
H 3.657 2.029 -1.946 0.45 -0.78 0.36
H 5.340 1.418 -1.855 -0.76 -0.06 0.43
H 4.787 2.505 0.263 -0.55 -0.91 -0.05
H 4.925 0.747 0.611 -1.12 0.54 -0.17
H -0.810 3.764 -1.933 0.81 -0.57 0.79
H -4.072 6.638 1.349 0.66 0.26 0.52
H -3.385 7.983 2.340 0.51 -1.09 -0.14
H -1.649 8.470 0.289 -0.55 -0.53 0.65
C 5.232 -5.768 -3.105 0.17 0.01 -0.29
C 5.154 -4.315 -2.670 -0.17 -0.62 0.50
C 5.040 -4.192 -1.160 0.04 0.28 -0.03
O 4.020 -3.693 -3.287 -0.22 0.42 -0.35
H 4.330 -6.313 -2.809 0.04 0.04 0.10
H 5.302 -5.840 -4.192 0.00 -0.01 0.07
H 6.099 -6.265 -2.665 -0.06 0.02 0.03
H 6.042 -3.780 -3.015 -0.20 0.14 -0.12
H 4.131 -4.682 -0.796 0.08 -0.14 -0.03
H 4.973 -3.142 -0.864 0.10 -0.04 0.01
H 5.899 -4.640 -0.660 -0.10 0.01 0.04
H 3.230 -4.160 -2.989 0.29 -0.21 0.13
C 4.067 -3.038 3.829 -0.02 0.27 -0.09
C 3.739 -4.025 2.720 0.29 -0.31 0.67
C 2.972 -5.224 3.256 -0.20 -0.09 -0.19
O 4.947 -4.469 2.105 -0.04 0.12 -0.35
H 4.697 -3.505 4.592 -0.12 -0.08 0.00
H 4.627 -2.188 3.433 -0.08 -0.02 -0.02
H 3.159 -2.665 4.309 0.06 -0.01 0.03
H 3.149 -3.526 1.947 0.18 -0.05 -0.12
H 3.565 -5.765 3.999 -0.01 0.13 0.05
H 2.752 -5.930 2.452 -0.02 0.07 0.01
H 2.031 -4.917 3.718 0.04 -0.04 0.03
H 5.479 -4.912 2.778 -0.07 0.04 -0.04
C 10.212 0.090 -0.818 0.12 -0.05 -0.22
C 8.741 0.452 -0.946 0.27 -0.14 0.66
C 8.314 1.427 0.139 -0.18 0.17 -0.06
O 7.948 -0.735 -0.859 -0.29 0.01 -0.29
H 10.411 -0.394 0.143 -0.05 0.13 0.04
H 10.502 -0.618 -1.597 -0.03 0.09 -0.01
H 10.845 0.976 -0.899 0.00 -0.05 0.03
H 8.556 0.891 -1.929 -0.12 -0.18 0.00
H 8.448 0.989 1.133 0.14 -0.01 -0.05
H 7.253 1.669 0.040 0.06 0.04 -0.07
H 8.889 2.354 0.088 -0.03 -0.03 0.04
H 8.105 -1.133 0.006 0.04 0.04 -0.08
C -8.856 3.576 5.335 0.21 0.02 0.07
C -8.454 4.139 3.981 -0.58 -0.40 0.12
C -9.667 4.621 3.201 0.06 0.21 -0.18
O -7.773 3.132 3.229 0.38 0.10 -0.13
H -9.522 2.717 5.219 -0.10 0.14 -0.01
H -7.977 3.224 5.880 0.00 0.10 -0.02
H -9.364 4.329 5.941 -0.03 -0.09 0.00
H -7.754 4.966 4.120 0.12 -0.14 -0.14
H -10.360 3.796 3.011 0.01 0.00 0.15
H -9.366 5.013 2.227 0.02 0.04 0.07
H -10.199 5.405 3.743 -0.02 -0.05 -0.03
H -8.383 2.396 3.100 0.01 0.10 0.06
C -11.838 3.524 8.855 0.03 0.25 -0.08
C -12.235 2.534 7.770 0.20 -0.28 0.64
C -13.077 1.402 8.336 -0.19 -0.10 -0.17
O -11.060 1.997 7.163 -0.02 0.06 -0.31
H -11.237 3.035 9.627 -0.12 -0.08 0.01
H -11.225 4.326 8.437 -0.08 -0.01 -0.02
H -12.718 3.967 9.326 0.05 -0.02 0.02
H -12.794 3.052 6.988 0.17 -0.08 -0.11
H -12.518 0.842 9.092 0.00 0.13 0.06
H -13.346 0.694 7.550 -0.03 0.09 0.00
H -13.994 1.782 8.793 0.04 -0.04 0.01
H -10.557 1.536 7.846 -0.08 0.05 -0.03
C 3.174 -5.263 -8.097 0.02 0.25 0.03
C 4.156 -6.139 -7.335 -0.53 -0.35 -0.32
C 4.437 -7.433 -8.082 0.23 -0.10 0.03
O 3.623 -6.440 -6.044 0.10 0.21 0.27
H 2.214 -5.773 -8.225 0.09 -0.10 -0.07
H 2.973 -4.341 -7.544 0.10 0.00 -0.03
H 3.562 -5.000 -9.083 -0.06 -0.01 0.02
H 5.089 -5.594 -7.179 -0.07 -0.03 0.21
H 3.520 -8.016 -8.209 -0.04 0.12 -0.07
H 5.135 -8.056 -7.519 0.02 0.09 -0.04
H 4.863 -7.235 -9.068 -0.04 -0.04 0.02
H 2.797 -6.922 -6.169 0.13 -0.02 -0.06
```
Positions in Å, forces in eV/Å.

=====

Q: Which M values were calculated for the entries above? A: 682.013, 869.309, in Da.